Computed, not measured: a cluster of 2 separate species, CHClF2OS in total in a non-equilibrium geometry, with ωB97M-V with the def2-TZVPD basis set.

**HOMO energy (spin up / spin down)**: -9.33 / -8.72 eV
**Total charge**: 0
**Lowest unoccupied orbital energy (spin up / spin down)**: -0.1 / -1.5 eV
**Energy above the lowest of the compared OMol25 structures with the same formula, charge and spin**: 160.92 kJ/mol
**Orbital gap (spin up / spin down)**: 0.339 / 0.267 Ha
**Total energy**: -31890.353 eV
**Maximum force**: 1.78 eV/A

Bonds (Å) are listed after each position.
Cartesian coordinates (Å):
1 C 0.377 -0.870 -0.846  F3 1.328, F4 1.299, H7 1.082
2 O -0.055 0.920 2.465  S5 1.444
3 F 1.465 -1.575 -1.134  C1 1.328
4 F -0.583 -1.491 -0.228  C1 1.299
5 S 0.248 1.510 1.183  O2 1.444, Cl6 2.075
6 Cl -1.522 1.608 0.103  S5 2.075
7 H 0.071 -0.101 -1.543  C1 1.082